The following is a quantum chemistry calculation of 2 unconnected molecules or ions with the total composition C8H15N2, from the OMol25 dataset.

Values from the calculation:
- 2S+1: 1
- Calculated total energy: -11505.4944 eV
- Energy above the lowest of the compared OMol25 structures with the same formula, charge and spin: 7.488 eV
- HOMO energy (spin up / spin down): -12.081 / -12.041 eV
- E_LUMO (spin up / spin down): -5.28 / -4.51 eV
- Total charge: +1

Geometry as XYZ:
```
25
C8H15N2, DFT ωB97M-V/def2-TZVPD
C -1.4333 -1.8012 -0.4400
C -0.5108 -2.6336 -0.0024
C -1.4615 -0.4003 -0.4858
C 0.5737 -0.2075 0.6316
C 2.8506 0.3147 -0.2223
C 2.5263 -1.0189 1.8481
C -0.5846 1.7664 0.4601
C 1.8555 -0.2417 0.8133
N -0.4848 0.3213 0.1452
N -3.5422 1.3346 -1.8694
H -2.0535 -2.3185 -1.1636
H 0.1132 -3.1633 0.7150
H -2.3354 0.0265 -0.7905
H 3.0386 1.2747 0.2054
H 3.7678 -0.1867 -0.5696
H 2.4162 0.6072 -1.1164
H 1.8668 -1.4856 2.6885
H 2.9048 -2.0481 1.3509
H 3.3178 -0.5410 2.2963
H 0.1402 1.8630 1.2991
H -0.1966 2.5112 -0.3455
H -1.5185 1.9650 0.8035
H -3.0750 2.0557 -2.4044
H -4.4407 1.6216 -1.4228
H -3.7346 0.3842 -2.4245
```

Atomic partial charges in e from the Löwdin method, atoms 1 to 4: C -0.17; C 0.24; C -0.02; C 0.01

The following is a quantum chemistry calculation of 8 unconnected molecules or ions with the total composition C29H49F15O19S3, from the OMol25 dataset.

Values from the calculation:
- 2S+1: 1
- Calculated total energy: -143035.8637 eV
- Energy above the lowest of the compared OMol25 structures with the same formula, charge and spin: 2.285 eV
- SMILES: CCOC(=O)C(F)(F)F.CCOC(=O)C(F)(F)F.CCOC(=O)C(F)(F)F.CCOC(=O)C(F)(F)F.CCOC(=O)C(F)(F)F.CCOS(C)(=O)=O.CCOS(C)(=O)=O.CCOS(C)(=O)=O
- HOMO energy: -10.382 eV
- E_LUMO: 0.21 eV

Geometry as XYZ:
```
115
C29H49F15O19S3, DFT ωB97M-V/def2-TZVPD
C -13.2183 -17.9211 12.8884
C -11.8949 -17.2798 13.0586
O -11.3142 -17.7721 14.3329
C -10.0462 -18.0955 14.2838
O -9.2859 -18.0678 13.3781
C -9.4840 -18.4283 15.6585
F -8.2694 -18.9584 15.6149
F -9.4807 -17.2960 16.4464
F -10.2556 -19.2562 16.3530
H -13.1815 -18.8950 12.4723
H -13.7672 -17.3479 12.1273
H -13.8546 -17.8914 13.7305
H -11.8701 -16.1991 13.2073
H -11.2766 -17.5384 12.1373
C -13.9852 -21.6917 16.2204
C -13.1575 -22.5782 15.3495
O -12.0654 -21.9401 14.7308
C -11.5464 -22.6340 13.7445
O -11.7737 -23.7528 13.4269
C -10.6142 -21.6736 12.9361
F -11.1361 -20.5020 12.6052
F -9.5630 -21.3989 13.7518
F -10.2287 -22.3020 11.8330
H -13.7406 -21.6617 17.3095
H -14.9803 -22.1369 16.2849
H -14.0685 -20.6444 15.8695
H -13.8045 -22.8860 14.4882
H -12.8151 -23.3630 16.0101
C -13.0011 -9.8617 9.9621
C -12.0143 -9.7591 11.0856
O -12.6072 -10.4646 12.2952
C -13.1633 -11.6671 12.2231
O -13.1643 -12.3738 11.1936
C -13.7864 -12.2367 13.4886
F -15.0842 -12.3727 13.1568
F -13.3775 -13.4672 13.8215
F -13.5722 -11.4770 14.5613
H -12.8320 -9.0736 9.2655
H -14.0043 -9.6689 10.2828
H -12.8306 -10.8226 9.4250
H -11.8630 -8.7579 11.4539
H -11.0800 -10.2003 10.8023
C -15.0535 -18.5413 9.4136
C -14.3912 -19.7436 9.9849
O -15.4654 -20.2825 10.8088
C -15.1524 -21.1110 11.8166
O -14.0335 -21.3903 12.1657
C -16.4630 -21.4114 12.5404
F -16.3464 -22.5345 13.2718
F -16.8492 -20.3566 13.3423
F -17.3987 -21.5606 11.6071
H -15.0504 -17.7946 10.1202
H -16.0203 -18.8257 9.0852
H -14.4347 -18.1708 8.5783
H -13.4391 -19.5962 10.5492
H -14.2583 -20.4382 9.1718
C -9.0491 -23.1046 16.9678
C -7.5317 -23.2541 16.9596
O -7.0948 -22.1364 16.1191
C -5.7867 -21.9528 15.9932
O -4.9291 -22.7406 16.2785
C -5.4522 -20.5447 15.3861
F -4.2613 -20.5782 14.7375
F -6.3117 -20.0992 14.4420
F -5.3769 -19.6664 16.4385
H -9.3011 -22.1360 17.3333
H -9.4388 -23.8328 17.6643
H -9.5495 -23.2638 15.9565
H -7.1870 -24.1589 16.5003
H -7.2102 -23.0618 17.9343
O -13.7090 -16.2625 15.6659
S -13.9040 -17.0186 16.8402
O -14.2163 -18.3684 16.8602
O -12.5318 -16.8207 17.6952
C -11.7470 -15.5694 17.6887
C -10.7918 -15.5731 18.8156
C -15.1896 -16.1993 17.8230
H -12.3803 -14.6854 17.8270
H -11.4379 -15.4752 16.6950
H -10.0753 -16.4121 18.7751
H -11.3720 -15.6850 19.7338
H -10.2618 -14.6772 18.9645
H -15.3034 -16.8623 18.7251
H -16.1470 -16.2960 17.2234
H -14.8233 -15.2007 18.0343
O -9.8832 -12.9573 16.4389
S -9.6098 -11.9930 15.3717
O -8.2432 -11.5490 15.1574
O -10.1533 -12.5412 13.9764
C -9.2968 -13.5535 13.2649
C -9.0898 -14.8519 14.0400
C -10.8719 -10.7538 15.4817
H -8.3172 -13.1417 13.0407
H -9.8313 -13.5934 12.2972
H -8.1344 -14.8876 14.5487
H -9.0873 -15.7702 13.4436
H -9.8667 -14.9737 14.8350
H -11.0175 -10.3595 14.5375
H -10.5075 -10.0040 16.1903
H -11.7516 -11.2300 16.0473
O -3.1751 -15.1811 11.8084
S -4.1155 -15.3946 12.9089
O -3.6089 -15.4686 14.2963
O -5.1964 -14.1605 12.8440
C -4.9280 -12.9064 13.6014
C -5.3493 -11.6942 12.7893
C -5.1739 -16.7391 12.5159
H -3.9023 -12.8555 13.8664
H -5.6454 -12.9169 14.4795
H -6.3452 -11.7580 12.3320
H -4.6156 -11.5201 11.9960
H -5.3057 -10.8541 13.4606
H -4.4820 -17.5621 12.7352
H -5.6865 -16.6603 11.5619
H -5.9290 -16.7460 13.2386
```

Atomic partial charges in e from the Löwdin method, atoms 1 to 4: C -0.05; C -0.15; O 0.05; C -0.47

The following is a quantum chemistry calculation of a molecular structure, C4H8N4, from the OMol25 dataset.

Values from the calculation:
- 2S+1: 1
- Calculated total energy: -10231.2287 eV
- Energy above the lowest of the compared OMol25 structures with the same formula, charge and spin: 7.013 eV
- HOMO energy: -8.987 eV
- E_LUMO: 0.84 eV

Geometry as XYZ:
```
16
C4H8N4, DFT ωB97M-V/def2-TZVPD
C -0.8423 -0.0270 -1.7836
C -0.6140 -0.0233 0.2617
C 0.5666 1.2375 1.9884
C 0.8340 1.4706 3.2394
H 1.8379 -1.4354 -2.1182
H 0.6329 -2.8861 -2.8514
H -1.4626 0.5918 -2.3789
H -1.4864 -0.6267 0.2012
H -0.8498 -0.1396 2.4437
H 0.7009 1.8557 1.0353
H 1.5720 2.0494 3.2029
H 0.8226 0.5223 4.0326
N 0.6114 -1.9570 -1.9925
N -0.4329 -1.0403 -2.5930
N -0.1843 0.6180 -0.7010
N -0.1989 0.1110 1.6004
```

Atomic partial charges in e from the Löwdin method, atoms 1 to 4: C -0.26; C -0.28; C -0.23; C -0.02

The following is a quantum chemistry calculation of a molecular structure, C24H30AsN6O2PtS2, from the OMol25 dataset.

Values from the calculation:
- 2S+1: 1
- Calculated total energy: -124142.3048 eV
- Energy above the lowest of the compared OMol25 structures with the same formula, charge and spin: 0.010 eV
- HOMO energy: -16.889 eV
- E_LUMO: -11.04 eV
- Total charge: +3

Geometry as XYZ:
```
66
C24H30AsN6O2PtS2, DFT ωB97M-V/def2-TZVPD
Pt -0.1526 0.4602 0.5728
C -3.3279 5.8933 -1.1382
C -2.2274 5.3124 -0.2535
C -2.3239 3.8318 -0.0802
N -1.3197 3.0381 0.0063
N -1.6949 1.7163 0.2134
C -3.0229 1.5337 0.2454
N -3.6861 0.4026 0.3781
S -3.8651 3.0296 0.0461
H -3.1989 6.9696 -1.2257
H -4.3191 5.7279 -0.7111
H -3.3067 5.4681 -2.1417
H -2.2728 5.7587 0.7443
H -1.2351 5.5306 -0.6511
H -3.2798 -0.5250 0.5212
H -4.6937 0.4359 0.4314
S 0.9991 2.3568 1.3162
C 2.3977 1.8175 2.2414
N 2.9010 0.6151 2.4216
C 4.0734 0.6451 3.3222
C 4.1980 2.1454 3.6668
N 3.0882 2.7333 2.8935
H 2.5077 -0.2261 2.0290
H 4.9501 0.2621 2.8048
H 3.8818 0.0326 4.2004
H 5.1440 2.5738 3.3441
H 4.0592 2.3442 4.7271
H 2.8467 3.7121 2.9157
C 2.7809 0.4905 -1.3238
As 0.9781 1.1222 -1.4838
C 1.0020 2.9651 -2.0086
C 0.0373 0.1762 -2.9054
C -0.3879 -1.2344 -2.6599
C 0.5599 -2.2577 -2.6267
C 0.1539 -3.5772 -2.5012
C -1.2001 -3.8809 -2.4126
C -2.1461 -2.8642 -2.4379
C -1.7422 -1.5416 -2.5566
H 3.2270 0.5562 -2.3184
H 2.7846 -0.5415 -0.9813
H 3.3258 1.1321 -0.6348
H 1.5635 2.9668 -2.9479
H 1.5043 3.5792 -1.2685
H -0.0114 3.3122 -2.1784
H 0.7880 0.2295 -3.7051
H -0.7917 0.8325 -3.1741
H 1.6132 -2.0336 -2.7605
H 0.8893 -4.3708 -2.5102
H -1.5199 -4.9128 -2.3532
H -3.1997 -3.1050 -2.3876
H -2.4865 -0.7538 -2.6157
O -3.0733 -2.3589 0.7178
C -1.8925 -2.5011 0.8334
N -0.9381 -1.4291 0.7602
C 0.2739 -1.9481 0.9824
O 1.2151 -1.0643 0.9319
C 0.2564 -3.3656 1.2545
C 1.2355 -4.2965 1.5462
C 0.8115 -5.6061 1.7644
C -0.5359 -5.9490 1.6975
C -1.5230 -5.0013 1.4050
C -1.0989 -3.7152 1.1768
H 2.2821 -4.0319 1.6100
H 1.5397 -6.3705 1.9982
H -0.8258 -6.9754 1.8792
H -2.5690 -5.2721 1.3545
```

Atomic partial charges in e from the Löwdin method, atoms 1 to 4: Pt 1.09; C -0.09; C -0.21; C -0.55

The following is a quantum chemistry calculation of C5H7NS in the gas phase, from the OMol25 dataset.

Values from the calculation:
- 2S+1: 1
- Calculated total energy: -17620.4094 eV
- Energy above the lowest of the compared OMol25 structures with the same formula, charge and spin: 3.236 eV
- SMILES: C#C[C@H]1NC[C@H]1S
- HOMO energy: -9.187 eV
- E_LUMO: 0.88 eV

Geometry as XYZ:
```
14
C5H7NS, DFT ωB97M-V/def2-TZVPD
C -0.9749 0.1824 0.4794
C -0.7088 1.3554 -0.5227
C 0.5635 0.1374 0.7881
C 1.1841 -1.0420 0.2052
C 1.7917 -1.9895 -0.1962
H -1.1700 -1.6129 -1.0381
H -1.5083 0.5919 1.3218
H -1.3314 2.3088 -0.4510
H -0.7216 1.0274 -1.6028
H 1.3566 1.5811 -0.4448
H 0.7056 0.2334 1.8569
H 2.1452 -2.8763 -0.6655
N 0.6037 1.4167 0.1392
S -1.9354 -1.3139 0.1305
```

Atomic partial charges in e from the Löwdin method, atoms 1 to 4: C -0.63; C -0.17; C -0.36; C -0.12